(1)
Here is a 10-piece molecular cluster, C36H62F18O24S4 overall at a distorted geometry from the Open Molecules 2025 dataset. Energies are from ωB97M-V/def2-TZVPD.

Each line ends with the Löwdin charge.
Atoms and positions in Å:
C: -0.398 -3.244 -3.208  -0.06
C: -0.219 -4.157 -4.374  -0.19
O: -1.417 -4.960 -4.526  0.01
C: -1.508 -5.846 -5.564  -0.33
O: -0.683 -6.140 -6.430  0.13
C: -2.934 -6.480 -5.621  -0.55
F: -3.330 -6.803 -6.827  0.19
F: -2.929 -7.604 -4.894  0.16
F: -3.827 -5.675 -4.964  0.13
H: -1.387 -2.793 -3.128  0.09
H: 0.408 -2.517 -3.305  0.06
H: -0.259 -3.765 -2.261  0.07
H: 0.595 -4.876 -4.286  0.13
H: -0.027 -3.643 -5.316  0.11
C: -3.921 6.249 -1.490  -0.04
C: -3.729 5.725 -0.017  -0.17
O: -3.754 4.310 -0.041  0.01
C: -4.422 3.539 0.775  -0.37
O: -4.906 3.987 1.806  0.14
C: -4.435 2.020 0.399  -0.51
F: -4.172 1.328 1.501  0.17
F: -5.691 1.700 0.031  0.16
F: -3.534 1.715 -0.575  0.14
H: -3.815 7.332 -1.551  0.08
H: -4.848 5.958 -1.984  0.07
H: -3.162 5.817 -2.141  0.06
H: -4.420 6.124 0.726  0.12
H: -2.741 5.957 0.382  0.12
C: 0.552 -6.640 5.594  -0.05
C: 0.745 -7.074 4.141  -0.22
O: 0.352 -6.017 3.310  0.00
C: 0.157 -6.290 2.006  -0.28
O: 0.331 -7.414 1.441  0.11
C: -0.309 -4.980 1.280  -0.49
F: -0.683 -4.023 2.130  0.16
F: 0.716 -4.522 0.553  0.15
F: -1.340 -5.303 0.411  0.13
H: 1.080 -5.709 5.800  0.07
H: 0.819 -7.457 6.264  0.08
H: -0.480 -6.354 5.797  0.07
H: 0.215 -8.004 3.933  0.13
H: 1.793 -7.267 3.914  0.13
C: 2.436 2.392 9.667  -0.04
C: 3.590 1.463 9.025  -0.16
O: 3.522 1.535 7.578  -0.03
C: 2.458 0.871 6.903  -0.27
O: 1.839 -0.095 7.364  0.14
C: 2.150 1.449 5.523  -0.60
F: 1.895 0.408 4.655  0.12
F: 1.040 2.113 5.560  0.21
F: 3.090 2.173 5.005  0.22
H: 2.450 3.459 9.441  0.07
H: 2.638 2.240 10.727  0.07
H: 1.415 2.045 9.509  0.07
H: 3.415 0.443 9.367  0.11
H: 4.595 1.757 9.327  0.12
C: 2.976 1.621 0.180  -0.05
C: 2.559 1.831 1.647  -0.20
O: 1.335 2.508 1.608  0.00
C: 1.083 3.564 2.409  -0.33
O: 1.947 4.198 3.019  0.14
C: -0.390 3.891 2.581  -0.56
F: -0.764 3.355 3.747  0.17
F: -0.671 5.176 2.742  0.19
F: -1.115 3.322 1.601  0.16
H: 2.919 2.441 -0.535  0.08
H: 2.429 0.870 -0.390  0.05
H: 4.041 1.392 0.151  0.08
H: 3.324 2.400 2.175  0.12
H: 2.567 0.876 2.173  0.12
C: -0.418 1.547 -2.190  -0.06
C: -0.429 0.121 -1.743  -0.19
O: -0.624 0.265 -0.314  -0.01
C: -0.403 -0.797 0.524  -0.31
O: 0.063 -1.830 0.110  0.14
C: -0.664 -0.561 2.030  -0.51
F: -0.698 0.756 2.260  0.16
F: -1.787 -1.105 2.489  0.17
F: 0.365 -1.119 2.736  0.14
H: -0.307 1.640 -3.270  0.08
H: 0.210 2.165 -1.549  0.07
H: -1.437 1.931 -2.134  0.07
H: 0.585 -0.238 -1.918  0.11
H: -1.220 -0.493 -2.172  0.13
C: 3.682 -2.568 -0.958  -0.05
C: 3.634 -1.529 -2.034  -0.31
O: 4.720 -1.566 -2.932  -0.24
S: 4.422 -1.696 -4.534  0.69
C: 3.670 -0.031 -4.837  -0.10
O: 5.735 -1.782 -5.182  -0.29
O: 3.350 -2.665 -4.861  -0.32
H: 4.473 -2.387 -0.230  0.08
H: 3.933 -3.533 -1.397  0.09
H: 2.748 -2.727 -0.419  0.07
H: 2.698 -1.691 -2.568  0.09
H: 3.556 -0.533 -1.597  0.10
H: 2.703 -0.054 -4.335  0.05
H: 3.508 0.235 -5.882  0.07
H: 4.277 0.719 -4.330  0.07
C: -0.788 -3.286 5.198  -0.07
C: -2.122 -3.495 5.898  -0.28
O: -2.170 -2.402 6.786  -0.26
S: -3.639 -1.601 6.862  0.69
C: -3.477 -0.446 5.426  -0.09
O: -4.714 -2.539 6.651  -0.29
O: -3.613 -0.801 8.118  -0.32
H: 0.077 -3.446 5.842  0.08
H: -0.702 -2.313 4.715  0.06
H: -0.601 -4.082 4.477  0.05
H: -2.919 -3.546 5.156  0.12
H: -2.040 -4.407 6.490  0.12
H: -2.495 0.027 5.463  0.07
H: -4.285 0.276 5.543  0.07
H: -3.621 -1.159 4.615  0.05
C: 0.428 5.447 -1.138  -0.04
C: 1.088 6.178 -2.305  -0.27
O: 1.003 7.609 -2.251  -0.30
S: 2.239 8.585 -1.791  0.70
C: 2.896 8.785 -3.508  -0.09
O: 1.789 9.889 -1.304  -0.29
O: 3.076 7.714 -0.898  -0.33
H: -0.540 5.945 -1.097  0.07
H: 0.857 5.474 -0.137  0.08
H: 0.238 4.452 -1.542  0.06
H: 2.135 5.888 -2.397  0.11
H: 0.645 5.922 -3.267  0.12
H: 3.696 9.523 -3.450  0.07
H: 2.090 9.403 -3.901  0.06
H: 3.066 7.795 -3.931  0.07
C: -3.129 -3.086 -8.073  -0.06
C: -1.786 -2.410 -8.331  -0.30
O: -1.203 -2.152 -7.072  -0.28
S: -1.385 -0.609 -6.394  0.74
C: -0.367 0.312 -7.774  -0.08
O: -2.801 -0.259 -6.392  -0.29
O: -0.579 -0.650 -5.146  -0.32
H: -3.477 -3.340 -9.074  0.08
H: -3.846 -2.338 -7.732  0.08
H: -2.929 -3.981 -7.484  0.07
H: -1.205 -3.201 -8.804  0.13
H: -2.011 -1.599 -9.024  0.11
H: 0.588 -0.163 -7.997  0.07
H: -0.213 1.355 -7.496  0.05
H: -0.855 0.356 -8.748  0.05

Output
SMILES string	CCOC(=O)C(F)(F)F.CCOC(=O)C(F)(F)F.CCOC(=O)C(F)(F)F.CCOC(=O)C(F)(F)F.CCOC(=O)C(F)(F)F.CCOC(=O)C(F)(F)F.CCOS(C)(=O)=O.CCOS(C)(=O)=O.CCOS(C)(=O)=O.CCOS(C)(=O)=O
highest occupied orbital energy	-0.4017	Eh
F_max	0.1086	hartree/bohr

(2)
Here is C24H68AgN4O9 as an isolated structure at a distorted geometry from the Open Molecules 2025 dataset. Energies are from ωB97M-V/def2-TZVPD.

Each line ends with the Mulliken spin population.
Atoms and positions in Å:
Ag: -0.750 -1.149 2.431  0.94
C: 1.430 -3.163 1.816  -0.03
O: 1.339 -2.184 2.818  0.37
H: 0.744 -2.966 0.992  0.04
H: 2.432 -3.372 1.442  0.01
H: 1.113 -4.161 2.120  -0.03
C: -0.057 0.053 -0.882  0.04
O: -0.650 -0.396 0.327  0.30
H: -0.005 1.136 -0.997  -0.01
H: 1.024 -0.085 -0.862  0.02
H: -0.509 -0.323 -1.800  0.01
C: 3.041 0.902 1.416  0.15
C: 4.178 0.651 0.466  -0.07
C: 5.436 1.504 0.719  0.02
O: 5.183 2.952 0.694  -0.01
C: 6.071 3.740 1.445  0.00
N: 4.523 -0.735 0.740  0.01
H: 2.194 0.216 1.385  -0.06
H: 2.682 1.930 1.381  0.04
H: 3.380 0.736 2.438  0.00
H: 3.910 0.868 -0.568  0.00
H: 6.224 1.277 0.000  0.00
H: 5.885 1.187 1.660  0.00
H: 7.100 3.385 1.397  0.00
H: 5.821 3.747 2.506  0.00
H: 6.022 4.739 1.011  0.00
H: 3.629 -1.175 0.905  0.00
H: 4.947 -0.850 1.650  -0.01
C: -1.161 2.722 -3.463  0.00
C: -0.348 3.988 -3.129  0.00
C: 0.655 3.753 -1.925  0.00
O: 1.439 4.868 -1.522  0.00
C: 2.404 4.479 -0.578  0.01
N: 0.395 4.375 -4.266  0.00
H: -1.832 2.882 -4.307  0.00
H: -1.689 2.314 -2.602  0.00
H: -0.572 1.862 -3.784  0.00
H: -1.002 4.796 -2.801  0.00
H: 1.321 2.912 -2.117  0.00
H: 0.089 3.455 -1.043  -0.01
H: 2.933 5.364 -0.225  0.00
H: 3.146 3.834 -1.049  0.00
H: 1.943 4.087 0.329  0.00
H: 1.309 3.946 -4.259  0.00
H: 0.614 5.361 -4.238  0.00
C: -2.045 2.287 2.046  -0.14
C: -2.999 1.416 2.887  0.41
C: -4.480 1.713 2.559  0.11
O: -5.349 0.903 3.337  -0.52
C: -6.731 1.208 3.210  0.47
N: -2.838 -0.023 2.695  -0.83
H: -2.213 3.354 2.192  -0.05
H: -2.220 2.132 0.981  0.03
H: -1.007 2.090 2.312  0.04
H: -2.815 1.653 3.935  0.35
H: -4.696 1.401 1.537  0.04
H: -4.755 2.750 2.754  0.00
H: -7.201 0.784 4.097  -0.04
H: -7.094 0.588 2.390  -0.05
H: -6.962 2.261 3.047  0.01
H: -3.719 -0.312 3.095  0.26
H: -3.001 -0.004 1.698  -0.10
C: -2.154 -4.252 5.418  1.83
C: -1.636 -3.561 4.113  -1.72
C: -2.617 -3.719 2.914  1.24
O: -2.101 -2.917 1.852  -0.46
C: -2.980 -2.852 0.750  0.41
N: -1.624 -2.143 4.377  -0.21
H: -2.188 -5.336 5.302  -0.07
H: -3.171 -3.923 5.630  -0.49
H: -1.634 -4.136 6.369  -0.11
H: -0.664 -3.896 3.752  -0.14
H: -3.634 -3.384 3.121  -0.05
H: -2.744 -4.762 2.625  -0.14
H: -3.851 -2.297 1.099  -0.04
H: -3.173 -3.835 0.320  0.00
H: -2.538 -2.332 -0.100  0.06
H: -0.990 -2.017 5.153  -0.24
H: -2.509 -1.955 4.826  0.37
C: 0.672 -2.500 -4.499  0.00
C: 1.030 -3.872 -5.061  0.00
O: 1.191 -3.811 -6.450  0.00
H: 0.577 -2.474 -3.413  0.00
H: -0.313 -2.179 -4.838  0.00
H: 1.377 -1.700 -4.725  0.00
H: 0.237 -4.598 -4.880  0.00
H: 1.935 -4.160 -4.526  0.00
H: 2.059 -3.507 -6.724  0.00
C: 4.257 0.030 -3.215  0.00
C: 3.700 -1.306 -2.684  0.00
O: 4.709 -1.897 -1.946  0.00
H: 4.883 0.551 -2.491  0.00
H: 3.421 0.708 -3.393  0.00
H: 4.845 -0.166 -4.112  0.00
H: 3.443 -2.023 -3.463  0.00
H: 2.825 -1.112 -2.065  0.00
H: 4.783 -1.397 -1.130  0.00
C: -3.390 -1.345 -2.520  -0.05
C: -3.813 0.057 -1.967  0.05
O: -3.361 0.267 -0.660  -0.02
H: -3.777 -2.164 -1.915  0.03
H: -2.307 -1.424 -2.621  0.00
H: -3.930 -1.376 -3.466  0.00
H: -4.893 0.197 -2.013  0.00
H: -3.373 0.823 -2.606  0.01
H: -2.434 0.029 -0.584  0.01

Output
2S+1	3
net charge	-1
highest occupied orbital energy (spin up / spin down)	0.0178 / -0.2077	Eh
F_max	0.0467	hartree/bohr

In eV, the energy values for the records above are, in order, -179728.2755; -54369.4593.